(1)
The following is a quantum chemistry calculation of a structure of composition C17H18N5O3SeZn, from OMol25.

```
45
Properties=species:S:1:pos:R:3:forces:R:3
Zn -0.2436 -0.2827 -0.1861 -0.16 0.36 -0.36
N -1.5431 0.7210 -1.5471 0.10 -0.05 0.00
C -2.7967 -0.0687 -1.7655 -0.01 -0.06 0.04
C -2.5807 -1.5818 -1.7656 0.05 0.06 0.04
C -2.3934 -2.1636 -0.3594 0.14 0.03 -0.08
O -3.1855 -2.9602 0.0813 -0.04 0.01 0.04
O -1.3416 -1.7276 0.2915 -0.27 -0.27 0.26
H -1.7943 1.6547 -1.2380 0.03 0.00 0.02
H -1.0752 0.8570 -2.4374 -0.03 0.00 -0.02
H -3.2555 0.2416 -2.7038 -0.02 0.02 -0.02
H -3.4925 0.1895 -0.9670 0.01 0.04 0.02
H -1.7163 -1.8434 -2.3858 -0.03 0.00 -0.01
H -3.4573 -2.0584 -2.1976 -0.01 0.01 -0.05
Se 6.3765 -4.0031 -0.4193 0.34 -0.21 -0.01
N 5.4778 -3.1990 0.8730 -0.13 0.08 0.07
C 4.4357 -2.6391 0.3157 -0.04 0.03 -0.04
C 3.4445 -1.8652 1.0537 0.05 -0.02 0.00
C 3.5270 -1.6539 2.4316 0.06 -0.04 -0.03
C 2.5644 -0.8934 3.0530 0.04 -0.01 0.04
C 1.5322 -0.3669 2.2872 -0.07 0.06 -0.01
N 1.4375 -0.5736 0.9799 0.06 0.01 -0.11
C 2.3767 -1.3099 0.3565 -0.06 0.07 0.03
C 2.2374 -1.4962 -1.0988 -0.08 0.10 -0.02
N 1.1720 -0.9265 -1.6942 0.18 -0.09 0.15
C 1.0340 -1.0539 -3.0068 -0.04 -0.02 0.03
C 1.9298 -1.7594 -3.8002 0.01 0.00 -0.04
C 3.0136 -2.3563 -3.1981 0.05 -0.02 0.00
C 3.1824 -2.2218 -1.8202 0.05 -0.04 0.03
C 4.3084 -2.8119 -1.1052 -0.04 0.04 0.04
N 5.2489 -3.5096 -1.6877 -0.15 0.07 -0.06
H 4.3519 -2.0923 2.9782 -0.02 0.02 0.01
H 2.5954 -0.7025 4.1161 0.00 0.00 -0.02
H 0.7595 0.2456 2.7326 -0.01 -0.02 -0.02
H 0.1691 -0.5860 -3.4602 -0.01 -0.01 0.02
H 1.7611 -1.8345 -4.8650 0.01 0.00 0.01
H 3.7416 -2.9248 -3.7622 -0.02 0.01 -0.01
C -2.8356 2.2215 2.8019 0.00 -0.01 -0.01
C -2.2297 2.0036 1.4350 0.03 0.08 0.06
O -1.2462 0.9498 1.4536 0.04 -0.17 0.14
H -3.5887 3.0080 2.7484 0.01 -0.01 0.02
H -2.0758 2.5173 3.5245 0.00 -0.01 -0.01
H -3.3281 1.3134 3.1570 0.00 0.02 0.00
H -1.6997 2.8944 1.1003 0.01 0.00 -0.04
H -3.0138 1.7644 0.7104 0.01 -0.02 -0.02
H -1.6459 0.1847 1.8950 -0.03 -0.06 -0.08
```
Forces are in eV/Å.

E_HOMO, eV: -11.72
Net charge: +1
Frontier orbital gap, eV: 7.95
Relative energy (zero: lowest compared OMol25 entry of this formula, charge and spin), eV: 0.451
LUMO energy, eV: -3.767

=====

(2)
The following is a quantum chemistry calculation of a structure of composition C24H42B2F2MnN4O9P2 at a distorted geometry, from OMol25.

```
86
Properties=species:S:1:pos:R:3:forces:R:3
C 0.6050 -1.7200 2.3023 -0.09 -0.22 0.79
C -0.4912 -2.6670 1.6589 -0.91 0.90 0.60
C -0.8023 -2.6778 0.0970 0.25 -3.48 -0.35
F -2.0778 -3.4200 0.0898 1.68 1.85 -0.25
C -0.7638 -1.3616 -0.7561 1.33 2.28 0.22
O -1.7055 -1.1547 -1.8272 0.80 1.51 2.51
N -2.1920 -2.2259 -2.4639 -3.26 -1.32 -1.90
O -3.2127 -1.9027 -3.0051 2.19 -0.88 0.77
O -1.0106 -0.2094 0.1171 -1.11 -1.74 -0.48
C -2.3801 -0.1752 0.5997 -0.26 0.51 0.47
B -3.2709 1.1002 0.0263 -1.28 2.09 -1.62
O -2.7226 2.0785 -0.9214 -0.41 -2.89 1.34
N -4.7225 1.3138 0.4053 1.98 -0.47 -2.88
C -5.2391 2.5121 -0.3838 -1.72 0.60 0.28
C -5.5815 0.1743 -0.0838 -1.60 -0.86 0.70
P -2.2455 0.1625 2.5002 -2.36 0.54 -0.25
C -2.5787 1.9589 2.9352 0.75 1.28 1.58
C -1.4319 3.0021 2.4010 -1.39 0.60 -0.47
C -3.3671 -0.9825 3.5044 -0.08 -0.07 1.30
C -4.7031 -1.4902 2.7647 0.27 0.08 0.93
C 0.7015 -0.9513 -1.4399 0.41 -1.56 -0.45
C 1.9684 -1.5154 -0.6675 1.12 -0.51 0.39
O 3.1168 -1.4670 -1.5881 0.52 -0.15 2.53
C 4.3294 -1.8545 -0.9368 4.54 -0.91 1.03
C 4.4883 -2.5097 0.4590 2.10 0.70 -1.42
C 5.8999 -2.8559 1.0998 0.08 1.83 -4.08
C 7.1879 -2.5542 0.2767 -3.95 0.47 -0.77
C 7.0620 -1.9322 -1.1652 -3.37 -0.73 2.26
C 5.6649 -1.5765 -1.7490 0.63 -1.39 2.70
O 0.5497 0.4153 -1.7057 0.93 0.18 1.68
C 1.5724 1.3885 -1.5025 -0.98 3.28 -2.18
C 0.6830 2.8006 -1.5664 0.76 0.09 0.66
C 1.5542 4.0671 -1.0674 0.18 0.46 0.91
C 1.1929 4.4753 0.4691 -0.52 0.44 -0.91
F 1.3024 5.2119 -1.9462 0.23 -2.08 1.56
O 2.1866 1.5301 -0.2158 2.82 -1.49 1.00
C 3.5576 1.3469 -0.1058 3.38 -0.19 -1.17
N 4.7713 1.2469 -0.1307 -6.74 0.49 0.50
B 2.4484 1.5518 -2.8560 0.81 -0.63 -3.13
O 1.6848 1.2985 -4.0923 1.38 1.99 2.33
O 3.7881 1.9855 -3.0791 -1.34 -1.49 0.98
P 0.9078 -1.7486 -3.2032 0.09 -3.29 -0.53
N 1.0878 -3.3668 -3.1799 -0.61 2.08 1.07
H 0.7887 -0.6905 1.8513 -0.25 -1.56 0.48
H 0.3607 -1.5668 3.4306 0.24 -0.08 -1.59
H 1.6545 -2.2714 2.2941 -0.17 2.16 -0.85
H -0.2154 -3.7874 1.9373 -1.30 1.08 -1.06
H -1.4959 -2.4983 2.2187 1.73 -0.41 -1.14
H -0.0791 -3.4562 -0.3793 -1.29 1.55 0.51
H -3.0125 -1.1063 0.3914 1.16 0.94 0.52
H -2.7216 1.6331 -1.8061 0.35 0.63 0.77
H -6.3661 2.6128 -0.1160 1.90 -0.07 -0.34
H -5.2265 2.3109 -1.5257 0.29 0.52 1.92
H -4.7247 3.4902 -0.0902 -0.62 -1.57 -0.59
H -5.1231 -0.8616 0.0712 -0.59 1.51 -0.17
H -5.8828 0.2692 -1.1909 0.73 -0.04 1.57
H -6.5750 0.2214 0.5145 1.59 -0.29 -1.03
H -3.6500 2.3381 2.7021 1.69 -1.14 -0.01
H -2.5026 2.0318 4.0944 -0.25 -0.57 -1.84
H -0.9429 3.5439 3.2877 -0.50 -1.16 -1.43
H -0.6921 2.5169 1.6776 -0.93 0.79 1.15
H -2.0299 3.8207 1.8333 1.30 -1.41 0.75
H -3.6731 -0.3933 4.4576 0.65 -0.83 -1.60
H -2.6955 -1.8457 3.8960 -1.21 1.25 -0.75
H -5.3852 -0.5864 2.6082 1.06 -1.36 -0.19
H -4.4139 -2.0470 1.8095 -0.81 0.73 1.38
H -5.2551 -2.1741 3.5244 1.07 0.95 -1.48
H 2.2672 -0.9760 0.2953 -0.56 -0.40 -1.37
H 1.8988 -2.6424 -0.3784 -0.51 1.80 -0.59
H 3.5631 -2.7511 1.0910 1.47 0.41 -1.02
H 5.9461 -3.3098 2.1555 -0.07 0.82 -1.97
H 8.1907 -2.8026 0.7587 -1.54 0.47 -0.99
H 8.0266 -1.7605 -1.7519 -1.76 -0.16 0.83
H 5.6177 -1.1210 -2.8106 -0.04 -0.90 2.03
H -0.1376 2.6350 -0.7824 0.85 0.20 -1.49
H 0.2942 2.9804 -2.6273 0.36 -0.34 1.69
H 2.6864 3.8979 -1.0756 -1.56 0.13 -0.46
H 1.7895 5.3975 0.8026 -0.86 -1.42 -0.63
H 1.3876 3.6220 1.2079 -0.15 1.10 -1.28
H 0.0696 4.7363 0.4892 1.71 -0.34 0.06
H 1.9838 2.0511 -4.6740 -0.23 -1.38 0.26
H 4.3993 1.2140 -3.2219 -0.72 1.21 0.20
H 2.0450 -1.2176 -3.9043 -0.90 0.51 0.63
H -0.2477 -1.3099 -3.9685 0.90 0.18 0.62
H 1.0919 -3.6919 -2.1994 0.01 -0.09 -0.81
Mn 1.2322 -3.7237 3.0084 0.46 -1.30 1.06
```
Forces are in eV/Å.

E_HOMO (alpha / beta), eV: -12.75 / -12.75
Net charge: +2
Frontier orbital gap (alpha / beta), eV: 4.60 / 3.29
LUMO energy (alpha / beta), eV: -8.157 / -9.468
Multiplicity: 6

=====

(3)
The following is a quantum chemistry calculation of a cluster of 2 separate species, C29H33F3N4O in total at a distorted geometry, from OMol25.

```
70
Properties=species:S:1:pos:R:3:forces:R:3
C 0.0395 6.0700 6.3788 -0.21 0.18 -0.07
N 0.9963 5.0627 5.9750 -0.07 0.04 -0.04
C 2.3766 5.4750 6.0681 0.40 0.05 -0.05
C 0.6173 3.9385 5.3049 0.05 -0.16 -0.01
C 1.5584 2.9168 4.9907 -0.15 -0.19 0.11
C 1.1324 1.7169 4.4668 -0.45 0.20 -0.29
C -0.2249 1.5315 4.0946 -0.24 0.12 0.21
C -0.6005 0.3321 3.4193 0.11 -0.03 0.21
C -1.8557 0.0827 2.8963 -0.28 -0.24 -0.31
C -2.1948 -1.1269 2.2412 0.66 0.43 0.12
C -3.3491 -1.1516 1.3596 -0.30 -0.18 -0.07
C -3.8810 0.0514 0.8251 -0.42 -0.32 0.34
C -5.0963 0.0558 0.1639 0.22 -0.24 -0.06
C -5.7018 -1.1683 -0.2251 0.16 -0.05 0.24
N -6.8593 -1.1705 -0.9657 -0.11 0.03 -0.14
C -7.1715 -2.2132 -1.9182 0.02 -0.16 0.17
C -7.9367 -0.2408 -0.7022 0.13 0.24 -0.10
C -5.0954 -2.3831 0.1765 -0.08 0.32 0.00
C -4.0190 -2.3621 1.0428 0.11 0.16 -0.28
C -1.3773 -2.3234 2.4195 0.05 -0.27 -0.17
C -0.7035 -2.6151 3.6291 0.10 0.31 -0.31
C 0.1115 -3.7248 3.7390 -0.07 -0.33 -0.32
C 0.1454 -4.6889 2.7035 -0.24 0.53 -0.10
N 0.8956 -5.8502 2.8536 0.21 -0.43 0.21
C 0.3298 -7.1788 2.8052 -0.07 0.29 -0.27
C 2.3378 -5.8257 2.9377 -0.05 0.23 0.21
C -0.5675 -4.4359 1.5102 0.26 -0.04 0.41
C -1.2244 -3.2350 1.3462 -0.44 -0.02 0.02
C -1.1596 2.5593 4.3780 0.63 0.07 0.01
C -0.7466 3.7406 4.9594 -0.22 -0.31 -0.02
H -0.8998 5.6159 6.7076 0.25 0.11 0.06
H 0.4580 6.6480 7.2104 -0.08 -0.17 -0.15
H -0.1856 6.7700 5.5570 0.02 -0.11 0.15
H 2.9969 4.8463 5.4313 0.01 0.30 0.08
H 2.4700 6.5128 5.7209 0.04 -0.19 0.06
H 2.7723 5.4148 7.0928 -0.19 0.01 -0.16
H 2.6173 3.0527 5.1911 -0.32 -0.15 0.13
H 1.8239 0.8842 4.3145 -0.10 0.38 -0.16
H 0.2171 -0.3839 3.2688 -0.31 0.11 -0.27
H -2.6069 0.8846 2.8804 0.43 -0.49 0.11
H -3.3300 0.9842 0.9496 -0.24 -0.25 0.02
H -5.5639 0.9966 -0.1244 0.28 -0.24 -0.13
H -6.2811 -2.8115 -2.1256 -0.17 0.13 -0.05
H -7.9672 -2.8784 -1.5513 0.09 0.03 -0.06
H -7.5171 -1.7584 -2.8575 0.09 -0.10 0.17
H -7.6652 0.4099 0.1347 -0.17 -0.14 -0.18
H -8.1467 0.3811 -1.5849 -0.03 -0.06 0.19
H -8.8572 -0.7901 -0.4405 0.25 0.14 -0.04
H -5.5326 -3.3294 -0.1443 0.06 0.26 0.32
H -3.7020 -3.3097 1.4808 0.04 0.39 -0.12
H -0.8090 -1.9355 4.4759 -0.06 -0.28 -0.20
H 0.6954 -3.9011 4.6449 -0.28 -0.01 -0.25
H -0.7621 -7.1229 2.8257 0.16 -0.07 0.00
H 0.6496 -7.7164 1.9004 -0.11 -0.07 0.07
H 0.6787 -7.7528 3.6773 -0.15 0.04 -0.14
H 2.6973 -4.7934 2.8785 -0.01 -0.23 0.00
H 2.6710 -6.2784 3.8829 0.13 0.08 -0.12
H 2.7752 -6.4053 2.1077 -0.02 0.18 0.14
H -0.5383 -5.1707 0.7028 0.15 0.31 0.21
H -1.6324 -2.9885 0.3611 0.13 -0.06 0.44
H -2.2106 2.4046 4.1314 0.32 0.21 0.09
H -1.4802 4.5185 5.1570 0.21 -0.23 -0.08
H 1.2839 1.4984 1.5099 -0.37 -0.32 -0.02
N 1.3385 0.9725 0.6327 0.42 -0.19 0.75
C 1.5592 -0.3015 0.8380 0.17 0.63 -1.80
C 1.9789 -0.8985 -0.6079 -0.47 0.18 1.31
F 0.9117 -0.8383 -1.4682 0.94 -0.29 0.21
F 3.0172 -0.2135 -1.1719 -0.84 -0.84 0.18
F 2.3504 -2.2036 -0.4867 -0.12 0.63 -0.61
O 1.5017 -1.0994 1.7986 0.16 0.15 0.21
```
Forces are in eV/Å.

E_HOMO, eV: -6.87
Net charge: 0
Frontier orbital gap, eV: 5.19
LUMO energy, eV: -1.682

=====

(4)
The following is a quantum chemistry calculation of a structure of composition C2H6OSSn at a distorted geometry, from OMol25.

```
11
Properties=species:S:1:pos:R:3:forces:R:3
Sn -2.1884 1.2811 -3.5856 0.21 -0.08 -0.11
C -1.0677 -0.4851 0.7718 -0.70 -1.16 -0.62
S 0.2645 -0.7339 -0.5216 -1.04 2.93 1.54
O -0.2223 0.1110 -1.6948 0.21 -0.67 0.25
C 1.5968 0.1790 0.3836 1.29 -0.45 -0.62
H -0.8447 -1.1380 1.6157 0.20 0.02 0.03
H -2.0029 -0.8149 0.3193 0.04 -0.25 -0.02
H -1.1725 0.5666 1.0383 0.71 0.13 -0.13
H 1.4231 0.0560 1.4526 -0.35 -0.28 -0.02
H 1.6517 1.2303 0.1010 -0.60 0.04 -0.30
H 2.5624 -0.2522 0.1196 0.03 -0.23 0.00
```
Forces are in eV/Å.

E_HOMO (alpha / beta), eV: -24.11 / -24.40
Net charge: +3
Frontier orbital gap (alpha / beta), eV: 7.55 / 7.67
Relative energy (zero: lowest compared OMol25 entry of this formula, charge and spin), eV: 0.000
LUMO energy (alpha / beta), eV: -16.562 / -16.722
Multiplicity: 2

=====

Across the entries above, electronic energy takes the values -5338.7787, -3917.8264, -1718.6161, -766.1107 Ha, respectively.